DFT (ωB97M-V/def2-TZVPD) results for a cluster of 13 separate species, H26O13 in total.

Results
net charge: 0

Each line ends with the Mulliken charge.
CARTESIAN COORDINATES (ANGSTROEM)
1 H 0.184 0.740 0.306  0.1008
2 H -0.396 -0.636 0.023  0.2932
3 H 2.252 -0.141 3.409  0.3475
4 H 2.552 1.344 3.292  0.2997
5 H -2.275 -3.607 2.064  0.3185
6 H -0.778 -3.803 1.893  0.3021
7 H -2.603 -1.559 -3.440  0.3364
8 H -3.626 -2.455 -2.761  0.3105
9 H 1.514 0.174 1.772  0.1424
10 H 2.827 0.860 1.435  0.3067
11 H 0.970 1.278 -1.156  0.3245
12 H 0.747 2.781 -1.139  0.2334
13 H 2.899 3.309 0.823  0.3100
14 H 1.841 4.398 0.884  0.3196
15 H 2.925 -4.072 1.148  0.3013
16 H 2.888 -2.619 0.705  0.2786
17 H -2.677 3.234 -2.016  0.2727
18 H -2.088 3.043 -0.627  0.3673
19 H -1.168 0.023 -4.753  0.2997
20 H -0.205 -0.612 -3.764  0.3107
21 H 1.750 -3.489 -2.182  0.2906
22 H 0.270 -3.730 -1.935  0.3058
23 H -3.686 0.844 -0.006  0.2424
24 H -3.392 2.120 0.765  0.3134
25 H -1.147 0.791 2.980  0.3198
26 H 0.340 0.988 2.735  0.3617
27 O -0.600 0.201 0.457  -0.4835
28 O 2.199 0.686 3.901  -0.6188
29 O -1.628 -4.130 1.578  -0.6216
30 O -3.223 -2.276 -3.618  -0.6266
31 O 2.119 0.338 1.040  -0.5561
32 O 0.707 2.014 -1.720  -0.5029
33 O 2.583 4.031 1.377  -0.6246
34 O 3.158 -3.496 0.411  -0.5926
35 O -1.958 3.533 -1.447  -0.6259
36 O -0.820 0.124 -3.860  -0.6312
37 O 1.021 -3.219 -1.613  -0.5763
38 O -3.006 1.515 0.121  -0.5616
39 O -0.471 1.476 2.916  -0.5875

***

DFT (ωB97M-V/def2-TZVPD) results for a cluster of 13 separate species, H26O13 in total at a distorted geometry.

Results
net charge: 0

Each line ends with the Mulliken charge.
CARTESIAN COORDINATES (ANGSTROEM)
1 H -0.719 -0.705 -0.677  0.2732
2 H 0.633 -0.079 -0.979  0.0368
3 H -1.817 0.986 2.631  0.2961
4 H -1.607 2.489 2.704  0.3091
5 H -2.912 -3.503 0.440  0.2976
6 H -3.975 -3.911 1.447  0.3100
7 H -0.055 2.757 -1.545  0.2785
8 H -0.947 1.992 -0.581  0.2651
9 H 1.949 -0.891 0.031  0.3074
10 H 1.640 -0.546 1.479  0.3248
11 H -3.349 -1.962 -1.465  0.2847
12 H -2.967 -0.664 -2.158  0.3396
13 H 3.691 1.704 -1.834  0.2713
14 H 5.088 2.124 -2.260  0.3189
15 H 2.028 -0.006 -2.049  0.1285
16 H 2.313 -1.446 -2.445  0.4052
17 H -4.192 3.092 -0.402  0.3096
18 H -3.897 1.754 0.255  0.3158
19 H 1.019 0.142 -3.591  0.4010
20 H -0.217 0.687 -4.287  0.2651
21 H 1.889 1.123 1.769  0.2553
22 H 3.050 1.787 2.490  0.2835
23 H 2.477 -0.849 3.630  0.2735
24 H 1.015 -0.949 4.032  0.2062
25 H -0.437 -3.166 1.746  0.2426
26 H 1.066 -2.980 1.611  0.2883
27 O -0.114 -0.517 -1.404  -0.3777
28 O -1.402 1.670 3.168  -0.6081
29 O -3.709 -3.181 0.876  -0.6130
30 O -0.816 2.165 -1.520  -0.5314
31 O 1.596 -1.270 0.844  -0.5156
32 O -3.689 -1.085 -1.677  -0.6247
33 O 4.172 2.422 -2.262  -0.6040
34 O 2.416 -0.539 -2.753  -0.6450
35 O -3.890 2.702 0.426  -0.6280
36 O 0.447 0.916 -3.627  -0.5660
37 O 2.346 1.143 2.617  -0.4924
38 O 1.585 -0.793 3.270  -0.5633
39 O 0.290 -2.611 2.050  -0.5185

***

DFT (ωB97M-V/def2-TZVPD) results for a cluster of 13 separate species, H26O13 in total at a distorted geometry.

Results
net charge: 0

Each line ends with the Mulliken charge.
CARTESIAN COORDINATES (ANGSTROEM)
1 O 0.791 -1.878 -2.842  -0.5802
2 H 0.802 -1.083 -2.442  0.2260
3 H 0.445 -2.638 -2.384  0.4225
4 O 0.910 2.441 1.922  -0.5180
5 H 1.167 1.860 2.449  0.2332
6 H 0.610 3.253 2.500  0.2863
7 O 0.108 -3.422 -0.694  -0.6384
8 H -0.599 -2.953 -0.919  0.2569
9 H -0.054 -3.963 0.074  0.2830
10 O -2.554 3.676 -0.460  -0.6628
11 H -1.620 3.629 -0.790  0.3324
12 H -2.592 2.684 -0.014  0.3242
13 O -3.543 -2.446 1.262  -0.6452
14 H -2.958 -2.682 1.966  0.2944
15 H -3.140 -1.787 0.626  0.3645
16 O 1.093 3.432 -1.318  -0.7342
17 H 0.961 2.874 -2.072  0.3380
18 H 1.760 4.059 -1.628  0.3288
19 O -2.051 -1.399 -1.228  -0.5009
20 H -2.400 -0.459 -1.260  0.1798
21 H -2.807 -2.015 -1.384  0.2965
22 O 1.288 -1.119 0.698  -0.5180
23 H 1.460 -0.654 1.479  0.3150
24 H 1.359 -0.410 -0.044  0.2545
25 O 2.791 2.045 0.068  -0.6923
26 H 2.387 2.349 0.876  0.3655
27 H 2.285 2.533 -0.515  0.4102
28 O 1.786 -3.308 1.786  -0.6316
29 H 2.046 -3.035 2.704  0.2722
30 H 2.132 -2.703 1.148  0.3284
31 O 4.040 -0.182 -0.942  -0.6539
32 H 3.830 0.602 -0.383  0.3618
33 H 3.575 -0.912 -0.456  0.3185
34 O -0.798 0.412 1.382  -0.5513
35 H -0.077 -0.289 1.235  0.3617
36 H -1.267 1.092 1.072  0.1466
37 O -3.554 0.857 -0.205  -0.5702
38 H -3.363 1.140 -1.132  0.3931
39 H -4.248 0.404 -0.134  0.2027

***

DFT (ωB97M-V/def2-TZVPD) results for a cluster of 13 separate species, H26O13 in total.

Results
net charge: 0

Each line ends with the Mulliken charge.
CARTESIAN COORDINATES (ANGSTROEM)
1 O 0.630 -4.446 3.883  -0.6433
2 H 1.013 -5.272 4.177  0.3159
3 H 1.040 -4.280 3.034  0.3294
4 O -1.490 1.629 5.044  -0.6341
5 H -1.782 2.330 5.626  0.3144
6 H -1.403 2.048 4.188  0.3169
7 O -2.743 3.956 1.511  -0.6329
8 H -3.233 4.753 1.310  0.3093
9 H -2.844 3.410 0.731  0.3190
10 O -4.020 -3.704 -1.196  -0.6322
11 H -4.561 -4.163 -0.553  0.3220
12 H -4.185 -2.776 -1.028  0.3104
13 O 4.975 -0.539 -1.565  -0.6303
14 H 5.362 -1.195 -2.145  0.3190
15 H 4.063 -0.812 -1.469  0.3095
16 O 1.691 -4.605 -0.054  -0.6521
17 H 1.160 -5.365 -0.290  0.3220
18 H 1.157 -3.851 -0.305  0.3206
19 O -2.487 0.170 -5.253  -0.6320
20 H -1.609 -0.187 -5.119  0.3167
21 H -2.684 -0.013 -6.172  0.3133
22 O 2.609 -0.659 4.268  -0.6298
23 H 2.047 -1.239 4.783  0.3239
24 H 2.701 -1.101 3.424  0.3101
25 O -0.255 -0.833 -0.192  -0.6122
26 H -0.272 0.016 0.248  0.3070
27 H -0.911 -0.758 -0.886  0.3102
28 O -4.275 1.571 -1.402  -0.6303
29 H -5.046 1.146 -1.028  0.3110
30 H -4.375 1.459 -2.348  0.3253
31 O 1.830 2.769 1.845  -0.6281
32 H 2.002 2.112 2.519  0.3210
33 H 1.575 3.552 2.333  0.3083
34 O 1.637 0.605 -4.488  -0.6200
35 H 2.122 1.185 -3.901  0.3141
36 H 2.216 -0.148 -4.613  0.3100
37 O 2.648 4.391 -2.006  -0.6402
38 H 2.427 3.823 -1.269  0.3291
39 H 3.270 5.023 -1.645  0.3090

***

DFT (ωB97M-V/def2-TZVPD) results for a cluster of 13 separate species, H26O13 in total at a distorted geometry.

Results
net charge: 0

Each line ends with the Mulliken charge.
CARTESIAN COORDINATES (ANGSTROEM)
1 O 1.040 -0.175 -2.364  -0.6885
2 H 1.983 -0.393 -1.837  0.3396
3 H 0.360 -0.305 -1.752  0.3497
4 O -2.750 1.169 -0.628  -0.5845
5 H -2.901 1.573 0.208  0.2999
6 H -1.893 1.216 -1.082  0.2983
7 O 2.073 -2.410 1.897  -0.5659
8 H 2.497 -3.152 1.576  0.2568
9 H 2.295 -1.575 1.694  0.2591
10 O -0.490 3.497 0.169  -0.5473
11 H 0.497 3.529 0.381  0.2965
12 H -0.488 3.667 -0.766  0.2692
13 O -2.249 1.460 -3.106  -0.6337
14 H -1.817 2.298 -3.150  0.3075
15 H -3.108 1.216 -2.974  0.2848
16 O -3.131 -1.419 1.079  -0.6989
17 H -2.738 -0.579 1.378  0.2883
18 H -3.924 -1.194 0.644  0.3308
19 O 3.847 -0.731 -1.866  -0.6808
20 H 3.153 -0.981 -2.537  0.3047
21 H 4.028 -1.681 -1.617  0.3286
22 O -2.255 2.266 1.858  -0.4761
23 H -1.933 1.997 2.646  0.3097
24 H -2.456 3.204 2.088  0.1994
25 O -0.178 -0.330 0.302  -0.3081
26 H -0.140 -1.118 0.783  0.2738
27 H -1.031 -0.106 0.123  0.1525
28 O 2.232 -3.170 -0.954  -0.4987
29 H 1.429 -3.168 -1.340  0.2567
30 H 2.177 -3.984 -0.420  0.2670
31 O 0.233 1.606 2.725  -0.6125
32 H -0.508 1.198 2.270  0.2826
33 H 0.612 2.319 2.169  0.2890
34 O 3.027 1.328 0.429  -0.6074
35 H 3.032 0.547 -0.183  0.2919
36 H 3.561 0.954 1.257  0.3179
37 O -1.161 -2.939 -0.071  -0.6530
38 H -0.885 -3.203 0.880  0.3218
39 H -2.039 -2.430 0.091  0.3794

***

DFT (ωB97M-V/def2-TZVPD) results for a cluster of 13 separate species, H26O13 in total at a distorted geometry.

Results
net charge: 0

Each line ends with the Mulliken charge.
CARTESIAN COORDINATES (ANGSTROEM)
1 O -2.964 -1.645 0.144  -0.6191
2 H -3.311 -2.480 -0.170  0.2845
3 H -2.871 -1.100 -0.637  0.2908
4 O 2.151 -2.647 0.626  -0.6914
5 H 2.341 -1.775 0.255  0.4567
6 H 2.913 -3.159 0.423  0.3219
7 O -0.779 3.616 -0.629  -0.6192
8 H -0.349 3.036 0.010  0.3334
9 H -0.316 4.369 -0.300  0.2767
10 O -1.297 -1.456 2.402  -0.5884
11 H -1.446 -2.369 2.642  0.2662
12 H -1.799 -1.416 1.595  0.2686
13 O 0.910 2.805 1.626  -0.7240
14 H 0.148 3.335 1.954  0.3372
15 H 0.760 1.849 1.830  0.2903
16 O -0.300 0.310 0.007  0.4821
17 H -0.600 -0.555 -0.305  -0.0664
18 H 0.625 0.454 -0.197  0.1263
19 O 2.201 2.326 -1.209  -0.5505
20 H 1.826 1.975 -1.982  0.2894
21 H 2.722 3.028 -1.527  0.2494
22 O 0.718 0.397 2.978  -0.6597
23 H 0.348 0.211 3.818  0.2957
24 H 0.155 -0.075 2.387  0.3912
25 O 2.408 -0.059 -0.080  -0.7603
26 H 2.846 0.030 0.786  0.3074
27 H 2.560 0.715 -0.630  0.2831
28 O 0.796 0.231 -2.807  -0.6030
29 H -0.128 0.372 -2.925  0.3082
30 H 0.845 -0.710 -2.697  0.2731
31 O 0.084 -2.345 -1.200  -0.5607
32 H 0.075 -3.271 -1.425  0.2197
33 H 0.698 -2.358 -0.452  0.1842
34 O -2.199 -1.736 -3.089  -0.6104
35 H -1.416 -1.961 -2.516  0.3167
36 H -2.597 -2.572 -3.324  0.3009
37 O -2.146 1.824 1.353  -0.6020
38 H -1.337 1.447 1.077  0.1582
39 H -2.278 1.374 2.176  0.3430

***

DFT (ωB97M-V/def2-TZVPD) results for a structure of composition H26O13 at a distorted geometry.

Results
net charge: 0

Each line ends with the Mulliken charge.
CARTESIAN COORDINATES (ANGSTROEM)
1 O 17.140 -10.099 -16.930  -0.7266
2 H 17.859 -9.646 -16.488  0.3238
3 H 16.430 -10.106 -16.289  0.2982
4 O 15.083 -8.005 -12.978  -0.6167
5 H 14.571 -7.250 -13.268  0.3737
6 H 14.541 -8.762 -13.200  0.1502
7 O 13.833 -10.047 -13.446  -0.6683
8 H 13.951 -10.708 -12.764  0.3003
9 H 13.173 -9.451 -13.092  0.4180
10 O 16.417 -10.380 -12.796  -0.6020
11 H 16.990 -10.732 -12.115  0.3621
12 H 15.567 -10.280 -12.366  0.3065
13 O 15.544 -9.886 -15.225  0.9739
14 H 16.131 -9.431 -14.620  -0.2058
15 H 14.825 -10.195 -14.673  -0.1908
16 O 14.892 -10.725 -17.555  -0.6926
17 H 14.298 -10.758 -16.806  0.5999
18 H 14.529 -10.043 -18.120  0.2784
19 O 15.929 -7.419 -16.548  -0.6996
20 H 15.399 -7.852 -17.216  0.3237
21 H 16.252 -8.133 -15.998  0.2950
22 O 13.379 -10.962 -15.982  -0.7948
23 H 12.799 -10.771 -15.245  0.4111
24 H 12.875 -11.558 -16.536  0.4087
25 O 17.681 -9.717 -14.299  -0.7936
26 H 17.342 -10.115 -13.497  0.2400
27 H 18.632 -9.735 -14.192  0.4025
28 O 15.756 -12.235 -13.882  -0.8165
29 H 16.226 -12.038 -14.692  0.3576
30 H 16.036 -11.555 -13.270  0.4797
31 O 17.136 -7.702 -13.593  -0.9136
32 H 17.347 -8.584 -13.901  0.3854
33 H 16.217 -7.753 -13.330  0.5344
34 O 12.842 -8.664 -15.884  -0.7117
35 H 13.323 -9.482 -15.757  0.1269
36 H 13.112 -8.111 -15.151  0.2269
37 O 14.488 -12.785 -15.665  -0.8965
38 H 15.165 -12.734 -14.991  0.3763
39 H 14.077 -11.920 -15.658  0.3758

***

DFT (ωB97M-V/def2-TZVPD) results for a structure of composition H26O13 at a distorted geometry.

Results
net charge: 0

Each line ends with the Mulliken charge.
CARTESIAN COORDINATES (ANGSTROEM)
1 H -0.168 -0.924 0.338  0.2580
2 H -0.578 0.297 1.189  0.2250
3 H 1.827 -3.677 -0.837  0.3014
4 H 2.964 -3.644 0.264  0.3045
5 H 1.633 -3.081 4.420  0.3017
6 H 0.340 -3.407 4.835  0.2723
7 H -1.330 -5.143 -1.212  0.3109
8 H -1.763 -4.163 -0.045  0.3523
9 H -3.306 -1.443 -1.156  0.2898
10 H -2.510 -2.591 -0.574  0.2513
11 H 1.598 -0.623 -4.393  0.2496
12 H 0.392 -1.586 -3.970  0.2680
13 H -2.510 4.632 -0.330  0.2674
14 H -3.018 3.242 0.115  0.2425
15 H 2.301 0.884 4.018  0.2974
16 H 2.086 -0.002 2.732  0.2232
17 H -2.436 2.385 1.935  0.2578
18 H -1.589 1.357 2.313  0.2489
19 H 0.289 3.421 -0.322  0.1516
20 H 1.368 3.912 0.578  0.2938
21 H 2.640 1.201 0.085  0.2921
22 H 3.150 0.632 1.384  0.2762
23 H -0.186 0.600 -3.047  0.3283
24 H -1.422 -0.125 -3.457  0.2460
25 H 0.488 3.324 -2.066  0.3185
26 H -0.779 2.646 -2.420  0.2277
27 O 0.192 -0.232 0.899  -0.4283
28 O 2.673 -3.906 -0.617  -0.6122
29 O 0.736 -2.669 4.408  -0.5590
30 O -1.200 -4.253 -0.784  -0.6379
31 O -2.557 -1.642 -0.533  -0.5569
32 O 0.817 -0.786 -3.844  -0.5366
33 O -2.336 3.711 -0.374  -0.4770
34 O 1.634 0.414 3.526  -0.5880
35 O -1.505 2.172 1.896  -0.5118
36 O 0.356 4.023 0.426  -0.5178
37 O 2.700 1.405 1.050  -0.5471
38 O -0.646 0.163 -3.783  -0.5391
39 O -0.346 3.476 -2.647  -0.5442

***

What are the ΔE to the lowest compared entry with this formula, charge and spin values for these records? In order: 90.7, 123.4, 155.6, 68.8, 119.9, 36.1, 348.5, 197.8 kcal per mole.